Entry from the Open Molecules 2025 dataset: C46H44AlNO9PSSi as an isolated structure (ωB97M-V with the def2-TZVPD basis set).

```
104
C46H44AlNO9PSSi, DFT ωB97M-V with the def2-TZVPD basis set
Al -0.86 0.66 1.85
O 2.17 1.02 3.87
S 1.86 0.11 2.79
O 1.40 -1.20 3.18
O 0.94 0.81 1.82
C 3.42 -0.18 1.94
C 4.46 -0.43 2.84
C 5.73 -0.70 2.38
C 5.96 -0.76 1.02
C 4.93 -0.54 0.13
C 3.63 -0.24 0.56
P 2.35 0.12 -0.74
C 2.75 -1.32 -1.82
C 3.37 -1.36 -3.06
C 3.42 -2.55 -3.79
C 2.87 -3.71 -3.28
C 2.25 -3.69 -2.03
C 2.19 -2.51 -1.32
C 3.19 1.58 -1.47
C 3.76 2.53 -0.62
C 4.24 3.73 -1.11
C 4.17 4.00 -2.47
C 3.56 3.10 -3.32
C 3.05 1.91 -2.82
H 4.24 -0.39 3.90
H 6.54 -0.87 3.08
H 6.95 -0.98 0.64
H 5.11 -0.61 -0.94
H 3.82 -0.47 -3.48
H 3.90 -2.56 -4.76
H 2.90 -4.63 -3.85
H 1.81 -4.59 -1.62
H 1.68 -2.48 -0.36
H 3.81 2.33 0.44
H 4.66 4.46 -0.43
H 4.58 4.93 -2.86
H 3.46 3.33 -4.37
H 2.53 1.23 -3.49
C -0.39 1.46 6.33
C -1.22 1.53 5.06
C -2.55 2.23 5.31
O -0.55 2.24 4.03
C -1.55 0.09 4.58
O -1.91 -0.76 5.37
O -1.46 -0.11 3.29
H -0.30 2.46 6.78
H 0.61 1.09 6.11
H -0.86 0.79 7.04
H -2.37 3.23 5.72
H -3.15 1.65 6.02
H -3.09 2.32 4.37
H 0.40 2.03 4.10
O -3.64 2.13 2.22
C -2.94 2.58 1.34
N -1.61 2.28 1.14
C -1.13 2.95 0.03
O -0.02 2.90 -0.44
C -2.26 3.78 -0.52
C -2.32 4.61 -1.62
C -3.55 5.20 -1.91
C -4.66 4.97 -1.11
C -4.58 4.14 0.01
C -3.37 3.55 0.28
H -1.45 4.77 -2.23
H -3.64 5.85 -2.78
H -5.61 5.43 -1.36
H -5.45 3.96 0.64
C -4.32 -0.55 -0.52
C -3.54 -1.86 -0.30
C -4.11 -2.93 -1.24
C -3.75 -2.33 1.14
Si -1.68 -1.51 -0.53
O -1.21 -0.43 0.57
C -0.70 -3.12 -0.31
C -0.75 -4.15 -1.25
C -0.06 -5.33 -1.06
C 0.70 -5.51 0.09
C 0.77 -4.50 1.03
C 0.07 -3.31 0.84
C -1.33 -0.80 -2.25
C -1.75 -1.42 -3.43
C -1.49 -0.87 -4.67
C -0.78 0.32 -4.77
C -0.35 0.96 -3.61
C -0.63 0.40 -2.37
H -5.39 -0.72 -0.38
H -4.16 -0.15 -1.52
H -4.00 0.20 0.20
H -5.15 -3.15 -0.96
H -3.54 -3.86 -1.18
H -4.12 -2.59 -2.28
H -4.82 -2.44 1.35
H -3.34 -1.62 1.86
H -3.26 -3.29 1.31
H -1.34 -4.02 -2.16
H -0.11 -6.12 -1.80
H 1.25 -6.43 0.25
H 1.35 -4.63 1.93
H 0.13 -2.53 1.58
H -2.30 -2.35 -3.38
H -1.84 -1.36 -5.57
H -0.57 0.75 -5.74
H 0.20 1.89 -3.67
H -0.29 0.91 -1.47
```

Output
**E_LUMO**: 2.38 eV
**Multiplicity**: 1
**HOMO level**: -5.8 eV
**ΔE to the lowest compared entry with this formula, charge and spin**: 0.00 kcal/mol
**Total charge**: -1
**Calculated total energy**: -3783.175725 a.u.
**Frontier orbital gap**: 8.193 eV

Entry from the Open Molecules 2025 dataset: C21H47NO2SSi2V as an isolated structure at a distorted geometry (ωB97M-V with the def2-TZVPD basis set).

```
75
C21H47NO2SSi2V, DFT ωB97M-V with the def2-TZVPD basis set
O -0.86 -1.58 -0.37
O -2.08 -0.49 -2.49
C 0.18 -2.54 -0.65
C 0.58 -3.44 0.51
H 1.03 -1.91 -0.98
H -0.17 -3.14 -1.51
H 0.95 -2.87 1.37
H 1.37 -4.10 0.17
H -0.27 -4.07 0.80
C -1.91 -1.96 0.57
C -2.92 -2.84 -0.11
H -2.34 -1.00 0.92
H -1.47 -2.46 1.45
H -3.24 -2.34 -1.03
H -3.78 -3.06 0.53
H -2.43 -3.80 -0.36
C -3.17 0.45 -2.64
C -1.92 -1.39 -3.60
C -4.35 0.06 -1.78
H -3.50 0.52 -3.69
H -2.77 1.42 -2.31
H -4.82 -0.87 -2.11
H -5.11 0.84 -1.85
H -4.06 -0.02 -0.73
C -3.15 -2.21 -3.87
H -1.08 -2.04 -3.31
H -1.61 -0.82 -4.50
H -3.47 -2.76 -2.98
H -2.94 -2.95 -4.65
H -3.97 -1.58 -4.24
H -0.49 0.09 -0.90
V 0.81 1.26 1.54
C -0.11 1.19 -0.91
Si 0.60 1.57 -2.67
H -1.01 1.81 -0.78
H 0.75 1.60 -0.30
C 1.35 0.01 -3.39
C 1.99 2.84 -2.48
C -0.63 2.37 -3.86
C 2.38 0.01 1.26
Si 3.40 1.20 2.28
H 2.76 -0.05 0.23
H 2.25 -1.03 1.62
C 4.06 2.61 1.23
C 4.80 0.19 3.03
C 2.46 2.02 3.72
H -0.12 2.83 -4.72
H -1.17 3.17 -3.35
H -1.37 1.67 -4.27
H 2.22 -0.30 -2.79
H 1.70 0.20 -4.42
H 0.64 -0.83 -3.43
H 2.62 2.63 -1.61
H 1.58 3.85 -2.38
H 2.64 2.84 -3.37
H 5.10 -0.60 2.33
H 4.48 -0.28 3.97
H 5.68 0.82 3.25
H 2.04 1.30 4.42
H 1.67 2.76 3.44
H 3.22 2.59 4.27
H 4.94 3.06 1.70
H 3.31 3.41 1.10
H 4.36 2.26 0.23
S -0.89 2.66 2.41
C -0.80 1.34 3.50
C -1.09 1.43 4.85
C -0.71 0.40 5.72
C -0.13 -0.76 5.16
C 0.04 -0.86 3.77
N -0.17 0.21 2.93
H -1.53 2.37 5.20
H -0.87 0.50 6.79
H 0.17 -1.59 5.81
H 0.33 -1.81 3.30
```

Output
**E_LUMO (spin up / spin down)**: -4.25 / -3.74 eV
**Multiplicity**: 3
**HOMO level (spin up / spin down)**: -11.5 / -11.7 eV
**Total charge**: +1
**Calculated total energy**: -2954.497285 a.u.
**Frontier orbital gap (spin up / spin down)**: 7.265 / 7.954 eV

Entry from the Open Molecules 2025 dataset: a 8-piece molecular cluster, C22H20B3Br10O24 overall at a distorted geometry (ωB97M-V with the def2-TZVPD basis set).

```
79
C22H20B3Br10O24, DFT ωB97M-V with the def2-TZVPD basis set
O 3.65 0.13 4.27
C 4.25 -0.23 3.30
O 4.18 -1.42 2.71
B 5.28 -1.53 1.73
O 6.04 -0.27 1.83
C 5.42 0.56 2.65
O 5.71 1.69 2.92
O 4.81 -1.77 0.37
C 5.32 -2.90 -0.11
O 5.11 -3.41 -1.16
C 6.25 -3.47 1.00
O 6.16 -2.68 2.05
O 6.94 -4.46 0.90
O -1.81 -2.02 3.21
C -1.52 -3.12 2.85
O -1.73 -3.66 1.66
B -1.07 -4.99 1.59
O -0.57 -5.24 2.96
C -0.75 -4.16 3.70
O -0.44 -4.02 4.85
O -2.04 -6.02 1.17
C -1.71 -6.48 -0.03
O -2.35 -7.25 -0.68
C -0.34 -5.84 -0.41
O -0.02 -5.01 0.57
O 0.26 -6.10 -1.40
O 0.66 0.66 2.41
C 0.59 0.55 1.23
O 0.98 -0.47 0.48
B 0.67 -0.21 -0.95
O 0.12 1.15 -0.96
C 0.03 1.62 0.26
O -0.40 2.70 0.58
O -0.28 -1.23 -1.46
C 0.32 -2.00 -2.37
O -0.12 -3.00 -2.83
C 1.71 -1.35 -2.66
O 1.83 -0.32 -1.84
O 2.48 -1.71 -3.50
Br -2.66 1.58 4.34
C -3.78 2.65 3.19
C -3.13 2.82 1.84
Br -4.47 3.72 0.68
H -3.88 3.64 3.64
H -4.77 2.21 3.13
H -2.89 1.87 1.38
H -2.24 3.44 1.80
Br 2.95 7.56 0.00
C 3.19 5.67 -0.52
C 2.63 4.76 0.56
Br 3.42 3.00 0.20
H 4.25 5.49 -0.62
H 2.61 5.52 -1.43
H 1.55 4.66 0.54
H 3.04 5.01 1.53
Br -4.64 -0.47 1.67
C -4.52 -2.13 0.62
C -3.74 -1.83 -0.61
Br -3.44 -3.39 -1.73
H -5.55 -2.46 0.50
H -4.06 -2.86 1.28
H -2.76 -1.41 -0.40
H -4.24 -1.11 -1.25
Br 0.39 4.03 -3.30
C -1.55 4.26 -3.18
C -1.97 4.52 -1.75
Br -1.21 6.18 -1.06
H -1.98 3.30 -3.46
H -1.86 5.06 -3.84
H -1.72 3.72 -1.06
H -3.03 4.74 -1.74
Br -2.96 0.97 -2.15
C -2.27 0.00 -3.71
C -1.19 0.86 -4.29
Br -0.04 -0.12 -5.55
H -3.12 -0.14 -4.37
H -1.86 -0.94 -3.34
H -0.48 1.26 -3.57
H -1.64 1.66 -4.88
```

Output
**E_LUMO**: 4.53 eV
**Multiplicity**: 1
**HOMO level**: -3.3 eV
**ΔE to the lowest compared entry with this formula, charge and spin**: 0.00 kcal/mol
**Total charge**: -3
**Calculated total energy**: -28471.687784 a.u.
**Frontier orbital gap**: 7.857 eV

Entry from the Open Molecules 2025 dataset: a 4-piece molecular cluster, C21H21F3O overall at a distorted geometry (ωB97M-V with the def2-TZVPD basis set).

```
46
C21H21F3O, DFT ωB97M-V with the def2-TZVPD basis set
F -2.68 0.44 4.43
C -1.52 0.01 4.96
C -0.65 -0.64 4.11
C 0.59 -1.05 4.60
C 0.93 -0.74 5.92
C 0.05 -0.10 6.76
C -1.21 0.25 6.28
H -0.97 -0.87 3.10
H 1.19 -1.69 3.97
H 1.92 -1.05 6.24
H 0.32 0.12 7.78
H -1.98 0.74 6.86
F 0.33 3.71 -2.24
C 0.06 4.80 -2.97
C -1.19 5.36 -3.00
C -1.41 6.64 -3.51
C -0.35 7.35 -4.09
C 0.91 6.78 -4.08
C 1.12 5.51 -3.55
H -2.02 4.75 -2.65
H -2.37 7.06 -3.24
H -0.59 8.33 -4.46
H 1.77 7.24 -4.54
H 2.11 5.06 -3.61
F 1.77 -6.80 0.18
C 0.63 -6.31 -0.33
C 0.51 -4.96 -0.57
C -0.72 -4.51 -1.04
C -1.79 -5.36 -1.25
C -1.61 -6.71 -1.02
C -0.38 -7.21 -0.60
H 1.32 -4.25 -0.45
H -0.79 -3.44 -1.24
H -2.77 -4.99 -1.51
H -2.44 -7.37 -1.18
H -0.26 -8.28 -0.51
C 1.85 0.42 -2.46
C 1.31 -0.40 -1.32
O 1.58 -1.57 -1.18
C 0.48 0.34 -0.30
H 1.25 1.32 -2.60
H 1.88 -0.21 -3.35
H 2.89 0.66 -2.25
H 1.10 1.17 0.04
H 0.29 -0.33 0.54
H -0.47 0.76 -0.65
```

Output
**E_LUMO**: 0.68 eV
**Multiplicity**: 1
**HOMO level**: -9.0 eV
**ΔE to the lowest compared entry with this formula, charge and spin**: 5.47 kcal/mol
**Calculated total energy**: -1187.621093 a.u.
**Frontier orbital gap**: 9.725 eV
**Structure (SMILES)**: Fc1ccccc1.Fc1ccccc1.Fc1ccccc1.CC(C)=O

Entry from the Open Molecules 2025 dataset: C36H48FGe2IrN4O4SSi as an isolated structure at a distorted geometry (ωB97M-V with the def2-TZVPD basis set).

```
98
C36H48FGe2IrN4O4SSi, DFT ωB97M-V with the def2-TZVPD basis set
Ir -0.45 -1.08 -0.98
C 0.55 5.18 -0.86
C -0.19 4.00 -1.47
Ge -1.32 2.86 -0.28
C -3.23 3.41 -0.15
C -3.33 4.84 0.38
C -0.65 2.37 1.51
C -0.08 1.34 2.15
Ge -0.09 -0.64 1.53
C 1.59 -1.78 1.69
C 2.55 -1.65 2.87
C -1.51 -1.64 2.62
C -1.17 -2.14 4.02
C 0.59 1.57 3.45
C 0.79 0.52 4.34
C 1.40 0.72 5.57
C 1.85 1.98 5.93
C 1.67 3.04 5.05
C 1.05 2.84 3.82
H 1.12 5.69 -1.64
H 1.25 4.85 -0.09
H -0.13 5.90 -0.43
H 0.51 3.31 -1.95
H -0.88 4.34 -2.25
H -3.76 2.73 0.52
H -3.66 3.33 -1.15
H -2.88 4.93 1.36
H -4.38 5.13 0.46
H -2.84 5.54 -0.30
H -0.70 3.30 2.10
H 2.13 -1.62 0.76
H 1.18 -2.80 1.65
H 2.90 -0.63 2.99
H 3.42 -2.29 2.71
H 2.08 -1.96 3.81
H -1.72 -2.51 2.00
H -2.42 -1.04 2.66
H -0.22 -2.67 4.04
H -1.94 -2.85 4.34
H -1.15 -1.34 4.75
H 0.47 -0.46 4.05
H 1.53 -0.12 6.25
H 2.35 2.13 6.87
H 2.01 4.03 5.32
H 0.96 3.68 3.15
C 2.46 1.49 0.27
Si 2.74 0.54 -1.33
C 4.27 -0.53 -1.00
C 3.18 1.84 -2.64
N 1.36 -0.40 -1.92
C 1.33 -0.63 -3.27
C 2.44 -0.83 -4.07
C 2.37 -0.94 -5.46
C 1.13 -0.83 -6.12
C -0.01 -0.65 -5.42
C -0.01 -0.58 -3.95
F -0.79 -1.66 -3.43
H 3.36 2.08 0.47
H 2.31 0.85 1.13
H 1.62 2.17 0.19
H 5.08 0.13 -0.67
H 4.64 -1.05 -1.89
H 4.13 -1.28 -0.22
H 3.48 2.77 -2.16
H 2.34 2.06 -3.30
H 4.02 1.52 -3.26
H 3.41 -0.90 -3.60
H 3.28 -1.08 -6.03
H 1.09 -0.87 -7.20
H -0.98 -0.55 -5.89
C -5.86 -1.29 0.42
C -5.57 -2.59 0.04
C -4.27 -2.97 -0.22
C -3.22 -2.04 -0.09
C -3.53 -0.74 0.34
C -4.83 -0.37 0.57
N -1.91 -2.43 -0.36
N -1.67 -3.66 -0.41
C -0.44 -4.06 -0.79
C -0.14 -5.43 -0.81
C 1.13 -5.83 -1.15
C 2.08 -4.87 -1.48
C 1.71 -3.54 -1.45
N 0.50 -3.14 -1.10
H -6.89 -0.99 0.61
H -6.37 -3.31 -0.08
H -4.03 -3.97 -0.54
H -2.73 -0.02 0.47
H -5.05 0.64 0.88
H -0.92 -6.13 -0.55
H 1.39 -6.88 -1.16
H 3.10 -5.14 -1.73
H 2.42 -2.76 -1.70
O -2.46 2.06 -2.82
S -1.76 0.89 -2.44
O -0.70 0.65 -3.56
O -0.93 1.20 -1.17
O -2.50 -0.30 -2.17
```

Output
**E_LUMO (spin up / spin down)**: -4.55 / -4.55 eV
**Multiplicity**: 2
**HOMO level (spin up / spin down)**: -9.2 / -10.5 eV
**ΔE to the lowest compared entry with this formula, charge and spin**: 69.66 kcal/mol
**Total charge**: +1
**Calculated total energy**: -6966.017069 a.u.
**Frontier orbital gap (spin up / spin down)**: 4.626 / 5.995 eV

Entry from the Open Molecules 2025 dataset: a 2-piece molecular cluster, H4N2O2P overall at a distorted geometry (ωB97M-V with the def2-TZVPD basis set).

```
9
H4N2O2P, DFT ωB97M-V with the def2-TZVPD basis set
N -1.13 0.26 -1.46
N 0.79 -1.78 1.58
O 0.34 2.17 -0.40
O -0.73 2.56 -2.73
P -0.50 1.67 -1.57
H -0.82 -0.07 -0.51
H -0.17 -2.05 1.58
H 0.97 -0.98 0.94
H 1.24 -1.77 2.57
```

Output
**E_LUMO**: 3.84 eV
**Multiplicity**: 1
**HOMO level**: -4.9 eV
**ΔE to the lowest compared entry with this formula, charge and spin**: 38.91 kcal/mol
**Total charge**: -1
**Calculated total energy**: -603.858557 a.u.
**Frontier orbital gap**: 8.747 eV

Entry from the Open Molecules 2025 dataset: an isolated ion of composition C5H12NO and charge -1 at a distorted geometry (ωB97M-V with the def2-TZVPD basis set).

```
19
C5H12NO, DFT ωB97M-V with the def2-TZVPD basis set
C -0.04 -1.21 1.25
N -0.03 0.28 0.90
C -1.22 0.96 1.27
C -0.52 -0.53 -1.56
C 0.26 0.34 -0.57
C 2.01 0.55 -0.79
O 2.33 1.48 -1.60
H -0.93 -1.61 0.64
H -0.13 -1.18 2.26
H 0.86 -1.71 1.04
H -2.13 0.79 0.65
H -1.53 0.51 2.32
H -1.21 2.00 1.35
H -0.49 -0.19 -2.66
H -0.24 -1.57 -1.68
H -1.56 -0.53 -1.13
H -0.08 1.36 -0.91
H 2.32 0.77 0.34
H 2.35 -0.50 -1.13
```

Output
**E_LUMO**: 3.86 eV
**Multiplicity**: 1
**HOMO level**: -2.1 eV
**ΔE to the lowest compared entry with this formula, charge and spin**: 60.34 kcal/mol
**Total charge**: -1
**Calculated total energy**: -327.599883 a.u.
**Frontier orbital gap**: 5.952 eV
**Structure (SMILES)**: C[C@H](C[O-])N(C)C

Entry from the Open Molecules 2025 dataset: a 2-piece molecular cluster, C4H12NOS overall at a distorted geometry (ωB97M-V with the def2-TZVPD basis set).

```
19
C4H12NOS, DFT ωB97M-V with the def2-TZVPD basis set
C -1.25 0.96 -0.05
N -0.29 0.41 -1.01
C -0.10 -1.07 -0.86
C 1.35 -1.58 -0.89
S 1.59 -2.98 0.29
C -1.39 2.45 -0.25
H -0.89 0.74 0.97
H -2.23 0.50 -0.25
H 0.60 0.85 -0.81
H -0.41 -1.20 0.19
H -0.74 -1.63 -1.55
H 1.57 -1.79 -1.95
H 1.99 -0.72 -0.63
H -0.47 2.98 0.02
H -2.23 2.88 0.30
H -1.62 2.58 -1.33
H 2.02 -0.65 2.93
H 1.31 -1.57 2.00
O 1.20 -1.16 2.89
```

Output
**E_LUMO**: 3.60 eV
**Multiplicity**: 1
**HOMO level**: -2.9 eV
**ΔE to the lowest compared entry with this formula, charge and spin**: 13.38 kcal/mol
**Total charge**: -1
**Calculated total energy**: -687.806730 a.u.
**Frontier orbital gap**: 6.463 eV

Entry from the Open Molecules 2025 dataset: a single C7H10 molecule (ωB97M-V with the def2-TZVPD basis set).

```
17
C7H10, DFT ωB97M-V with the def2-TZVPD basis set
C -1.86 0.63 -0.31
C -1.02 -0.63 -0.22
C 0.31 -0.85 -0.88
C 1.15 0.42 -0.88
C 1.05 0.52 0.66
C 2.07 -0.17 1.41
C 0.21 -0.83 0.63
H -2.43 0.63 -1.24
H -2.57 0.68 0.52
H -1.25 1.54 -0.29
H -1.62 -1.54 -0.21
H 0.49 -1.71 -1.51
H 0.74 1.27 -1.44
H 2.18 0.23 -1.18
H 0.52 1.38 1.09
H 1.82 0.00 2.48
H 0.28 -1.65 1.33
```

Output
**E_LUMO**: 0.53 eV
**Multiplicity**: 1
**HOMO level**: -8.4 eV
**ΔE to the lowest compared entry with this formula, charge and spin**: 123.07 kcal/mol
**Calculated total energy**: -272.521874 a.u.
**Frontier orbital gap**: 8.961 eV

Entry from the Open Molecules 2025 dataset: a 2-piece molecular cluster, FH3P2 overall at a distorted geometry (ωB97M-V with the def2-TZVPD basis set).

```
6
FH3P2, DFT ωB97M-V with the def2-TZVPD basis set
F -3.09 -0.10 -0.56
P 1.56 -0.79 0.41
P -0.31 -0.04 0.30
H 1.03 -1.79 -0.55
H -2.16 0.03 -0.29
H -0.01 1.05 1.18
```

Output
**E_LUMO**: -1.55 eV
**Multiplicity**: 1
**HOMO level**: -10.5 eV
**ΔE to the lowest compared entry with this formula, charge and spin**: 22.85 kcal/mol
**Calculated total energy**: -784.308772 a.u.
**Frontier orbital gap**: 8.927 eV

Q: The lowest calculated total energy belongs to which entry?
A: C22H20B3Br10O24